1.
62
Properties=species:S:1:pos:R:3:forces:R:3 method="wB97M-V/def2-TZVPD" relative_energy_kcal_mol=0.00 total_charge=+1
O -1.8037 3.8129 3.6270 0.5 -0.3 -0.2
N -1.4451 -0.1995 -2.6716 -0.5 -0.5 0.9
C 5.3087 -1.1415 2.1852 0.3 0.0 0.0
C -0.6799 -1.3987 -0.6351 -0.8 -1.1 -1.5
C 2.2109 -0.5093 0.0652 -0.1 0.2 0.5
C 0.5091 0.8232 -3.8301 0.0 -0.4 0.2
C 3.8915 -1.1225 1.6956 -0.1 -0.1 0.2
C -0.0550 2.6399 2.3834 -0.8 0.2 0.4
C -1.4051 2.8719 2.7202 0.4 -0.4 0.0
C 0.2742 1.5213 1.6262 -0.1 -0.1 -0.1
C -0.3356 0.7059 -2.7135 0.9 0.8 0.0
C -1.7759 -0.8699 -1.5679 0.5 -0.3 -1.3
C -2.0387 0.8754 1.4909 0.5 0.1 -0.3
C -1.0304 -2.8886 -0.2321 -0.4 0.1 -0.1
C -2.3957 2.0243 2.1768 0.2 0.4 0.4
C -2.2081 -0.3659 -3.9254 -0.6 0.3 -0.2
C 2.9133 -1.8032 2.4279 0.0 -0.1 -0.2
C 1.5900 1.7088 -3.7838 -0.2 -0.1 -0.1
C 1.5882 -1.7900 2.0149 0.0 0.5 0.2
C -3.1263 -3.0046 -1.6424 -0.3 -0.7 -0.1
C 1.2179 -1.0348 0.9010 -0.4 -0.5 -0.5
C -3.1490 -1.4749 -1.4814 -0.2 0.5 0.1
C 1.7987 2.5192 -2.6636 -0.2 -0.2 0.2
C -0.1601 1.5750 -1.6301 -0.5 -0.3 -0.2
C -0.8075 4.2655 4.5749 -0.3 0.0 -0.4
C 3.5333 -0.4794 0.5090 0.0 -0.2 -0.1
C -1.7995 -3.6744 -1.2762 0.4 0.0 -0.1
C -0.2839 -0.7847 0.6525 1.1 0.7 2.8
C 0.9202 2.4472 -1.5803 0.0 0.1 -0.3
C -0.6922 0.6066 1.1803 0.3 0.2 0.2
H -1.1735 -3.8021 -2.1674 -0.1 0.0 0.0
H -0.9249 1.5700 -0.8526 0.4 0.1 -0.2
H 2.2775 1.7635 -4.6336 -0.3 0.0 0.3
H 3.2004 -2.3366 3.3338 -0.1 0.0 -0.2
H -1.9790 -4.6773 -0.8705 0.0 0.2 -0.3
H 0.2050 -1.4963 -1.2885 -0.3 0.4 0.1
H -3.2554 -0.0618 -3.7861 0.4 -0.1 -0.2
H -2.1661 -1.4109 -4.2644 0.0 0.3 0.2
H 1.3366 1.3584 1.4534 -0.3 -0.1 -0.1
H -1.6209 -2.8710 0.6992 0.1 0.0 -0.3
H 5.7115 -2.1615 2.1956 -0.1 0.1 -0.1
H -0.0808 -3.3885 0.0130 -0.2 0.3 -0.1
H 0.7290 3.2898 2.7800 -0.3 -0.3 -0.2
H 0.3197 0.2062 -4.7151 0.3 0.2 0.3
H -0.2237 3.4340 4.9985 -0.3 0.1 -0.2
H -3.8444 -1.0316 -2.2141 0.4 -0.2 0.5
H -1.3845 4.7446 5.3612 0.1 0.0 0.0
H 1.9395 -0.0712 -0.8962 0.1 0.2 0.3
H -0.7637 -1.3900 1.4427 0.2 0.1 -0.3
H 2.6306 3.2209 -2.6366 -0.2 -0.2 -0.1
H 5.3789 -0.7701 3.2136 0.0 0.0 -0.2
H 4.2965 0.0737 -0.0517 -0.3 -0.4 0.1
H -2.8062 0.1397 1.2358 0.1 0.3 0.0
H 1.0503 3.0821 -0.7025 -0.1 -0.1 -0.3
H 5.9518 -0.5419 1.5368 0.0 0.0 0.2
H -1.7599 0.2765 -4.6877 -0.2 -0.2 0.3
H 0.8199 -2.3293 2.5793 0.3 0.3 -0.1
H -0.1298 4.9944 4.1096 -0.2 -0.2 0.1
H -3.4349 2.2549 2.3875 0.1 -0.1 0.1
H -3.9135 -3.4294 -1.0072 0.1 0.2 -0.2
H -3.3785 -3.2674 -2.6750 -0.1 0.1 0.2
H -3.5718 -1.2271 -0.4885 0.5 0.0 -0.3

2.
36
Properties=species:S:1:pos:R:3:forces:R:3 method="wB97M-V/def2-TZVPD" relative_energy_kcal_mol=0.00 total_charge=-1
Cl -1.1778 0.0770 -2.5387 0.2 0.0 0.0
Cl -1.1580 -3.0831 -2.5824 0.0 0.0 0.1
Cl 4.2077 0.1353 -2.8589 -0.1 -0.1 0.2
Cl 4.2261 -3.0480 -2.8760 0.1 0.0 -0.1
O 1.4946 1.2223 -2.5420 0.3 -1.9 0.0
O -0.5230 -1.7956 1.6492 0.4 -0.6 0.6
O 0.5205 0.0484 2.4062 -0.5 -0.5 -0.3
O 1.5392 -4.1832 -2.7186 0.2 1.6 0.1
N -1.4151 7.0628 0.1766 0.0 -1.9 0.3
C -1.1983 0.2473 0.7119 0.4 -1.1 1.0
C 0.4320 -2.4690 2.4890 -0.1 0.1 -0.3
C 0.2799 -2.1741 -2.4824 0.1 1.0 -0.1
C -0.6205 3.8691 1.4445 0.0 -0.6 0.1
C -1.3399 1.6375 0.6834 -0.1 0.8 0.1
C -2.2727 2.3017 -0.1921 0.2 0.0 0.2
C -2.3026 3.6800 -0.2927 0.0 -0.1 0.0
C -0.3426 -0.4405 1.6621 -0.1 1.6 -0.8
C 1.5422 -2.9636 -2.6267 -0.6 -0.9 0.0
C 2.7814 -0.7874 -2.6499 0.3 -1.1 -0.4
C -1.4353 5.9025 0.3376 -0.1 1.6 -0.4
C 1.5204 0.0003 -2.5189 -0.3 1.4 0.2
C 2.7854 -2.1506 -2.7172 0.3 1.3 0.3
C -1.4593 4.4814 0.5019 0.0 0.3 -0.2
C -0.5781 2.4947 1.5530 -0.1 0.2 -0.2
C 0.0905 -3.9330 2.5055 -0.2 -0.3 0.1
C 0.2701 -0.8111 -2.4221 -0.4 -1.0 -0.5
H 0.0115 4.4700 2.0998 -0.2 0.0 -0.2
H 0.8966 -4.4896 2.9805 0.1 -0.1 0.0
H 1.4306 -2.3026 2.0687 -0.1 0.0 0.2
H 0.4236 -2.0624 3.5077 0.0 0.1 -0.3
H -2.9804 4.1778 -0.9914 0.2 -0.2 0.2
H 0.0368 2.0108 2.3043 0.0 0.3 -0.3
H -0.8123 -4.1123 3.0957 0.0 0.0 -0.2
H -0.0475 -4.3273 1.4962 0.0 0.0 0.1
H -2.9859 1.6977 -0.7649 0.3 0.2 0.1
H -1.8395 -0.3829 0.1009 0.1 0.1 0.2

3.
7
Properties=species:S:1:pos:R:3:forces:R:3 method="wB97M-V/def2-TZVPD" relative_energy_kcal_mol=9.22 total_charge=-1
O 0.9271 1.5108 0.6162 -0.5 0.8 0.7
O -0.2981 -0.9957 0.6605 -1.1 -0.1 -1.1
O 0.4235 -0.6655 -1.3901 -0.2 0.0 -1.6
C -0.4778 -0.9791 -0.6186 1.1 -0.2 2.8
H -1.5009 -1.2752 -0.9550 0.1 0.0 -0.3
H 0.6778 0.5768 0.4328 0.0 0.1 0.3
H 0.2485 1.8280 1.2543 0.8 -0.6 -0.8

4.
44
Properties=species:S:1:pos:R:3:forces:R:3 method="wB97M-V/def2-TZVPD" total_charge=-1
Pt -0.6316 0.1334 -0.2111 0.0 0.0 0.0
S -1.5682 -2.8306 0.5802 0.1 0.0 0.1
O -2.0430 -3.8440 -0.3326 0.0 0.0 0.0
O -2.5182 -2.0312 1.3066 0.0 0.0 0.0
O 0.4982 -1.7203 -3.5706 0.1 0.0 0.0
O -0.3739 -0.2194 -2.1747 0.1 0.1 0.1
N -0.7353 0.4785 1.7693 0.0 0.0 0.0
N -1.3628 1.5361 2.3056 0.0 -0.1 0.0
N -0.4764 -1.8894 -0.1015 -0.1 0.1 -0.1
N -1.3373 2.9921 0.2637 0.0 0.0 0.0
N -0.7319 2.1247 -0.5622 0.0 0.0 0.0
C -0.4626 4.1665 -1.3977 0.0 0.0 0.0
C -0.1253 -0.1827 2.7490 0.0 0.0 -0.1
C 0.2102 -2.3818 -1.2980 0.1 0.0 0.1
C -1.1884 4.2308 -0.2208 0.0 0.0 0.0
C 1.0238 -5.3449 2.4049 0.0 0.0 0.0
C 1.6352 -5.8169 4.8053 0.0 0.0 0.0
C 0.8168 -5.1041 3.7617 0.0 0.0 0.0
C -0.6565 -3.7320 1.8252 0.0 0.0 0.0
C 0.1256 -1.3890 -2.4599 -0.3 -0.1 0.0
C 0.2936 -4.6697 1.4412 0.0 0.0 0.0
C -0.3831 0.4469 3.9652 0.0 0.0 0.0
C -0.1945 2.8082 -1.5683 0.0 0.0 0.0
C -0.1500 -4.1746 4.1274 0.0 0.0 0.0
C -1.1685 1.5351 3.6293 0.0 0.0 0.0
C -0.8853 -3.4891 3.1693 0.0 0.0 0.0
B -2.2294 2.4998 1.4450 0.0 0.0 0.0
H 2.5069 -5.2230 5.0910 0.0 0.0 0.0
H 1.0516 -5.9983 5.7085 0.0 0.0 0.0
H -1.6363 -2.7620 3.4480 0.0 0.0 0.0
H 0.4495 -4.8747 0.3896 0.0 0.0 0.0
H -0.1669 4.9811 -2.0350 0.0 0.0 0.0
H -0.0404 0.1556 4.9424 0.0 0.0 0.0
H -2.5219 3.4545 2.1256 0.0 0.0 0.0
H -1.6153 5.0670 0.3061 0.0 0.0 0.0
H 0.4511 -1.0625 2.5191 0.0 0.0 0.0
H -0.2002 -3.3296 -1.6423 0.0 0.0 0.0
H -3.1832 1.9118 1.0034 0.0 0.0 0.0
H 1.7640 -6.0768 2.1007 0.0 0.0 0.0
H -0.3351 -3.9842 5.1792 0.0 0.0 0.0
H -1.6068 2.3092 4.2354 0.0 0.0 0.0
H 0.3328 2.2764 -2.3425 0.0 0.0 0.0
H 1.9978 -6.7763 4.4353 0.0 0.0 0.0
H 1.2776 -2.5238 -1.0928 0.0 0.0 0.0

Number 1: LUMO -4.01 eV, maximum force 0.061 hartree/bohr, HOMO level -10.713 eV. Number 2: LUMO -0.16 eV, maximum force 0.038 hartree/bohr, HOMO level -3.270 eV. Number 3: LUMO 4.63 eV, maximum force 0.058 hartree/bohr, HOMO level -4.173 eV. Number 4: LUMO 2.62 eV, maximum force 0.006 hartree/bohr, HOMO level -5.127 eV.